Record 1
{
  "formula": "C34H35N7V",
  "method": "wB97M-V/def2-TZVPD",
  "elements": ["V", "N", "C", "N", "C", "N", "N", "C", "C", "C", "C", "C", "C", "N", "C", "C", "C", "C", "C", "C", "H", "H", "H", "H", "H", "H", "H", "H", "H", "H", "H", "C", "C", "C", "C", "C", "C", "C", "C", "N", "C", "C", "C", "C", "N", "C", "C", "C", "C", "C", "C", "C", "C", "H", "H", "H", "H", "H", "H", "H", "H", "H", "H", "H", "H", "H", "H", "H", "H", "H", "H", "H", "H", "H", "H", "H", "H"],
  "xyz": [[0.757, 0.536, 0.118], [-1.231, 1.773, 4.002], [-0.429, 1.827, 2.975], [0.059, 0.799, 2.314], [-0.323, -0.469, 2.734], [0.121, -1.529, 2.098], [1.083, -1.175, 1.185], [2.242, -1.717, 1.327], [3.304, -1.079, 0.574], [4.504, -1.712, 0.174], [5.436, -1.041, -0.642], [5.168, 0.247, -0.951], [3.955, 0.852, -0.490], [3.015, 0.207, 0.176], [-1.208, -0.646, 3.860], [-1.760, -1.829, 4.293], [-2.755, -1.967, 5.290], [-3.185, -0.810, 5.948], [-2.645, 0.423, 5.517], [-1.766, 0.553, 4.461], [-1.514, 2.620, 4.439], [-0.256, 2.847, 2.614], [2.459, -2.550, 1.997], [4.736, -2.690, 0.586], [6.283, -1.512, -0.863], [5.937, 0.851, -1.465], [3.792, 1.952, -0.601], [-1.394, -2.723, 3.782], [-3.251, -2.912, 5.484], [-3.902, -0.916, 6.758], [-2.953, 1.253, 6.080], [-1.777, 3.142, 0.102], [-2.601, 2.058, 0.822], [-3.658, 2.426, 1.616], [-4.478, 1.370, 2.159], [-4.075, 0.073, 1.955], [-3.026, -0.350, 1.131], [-2.844, -1.776, 0.794], [-2.333, 0.670, 0.539], [-1.271, 0.369, -0.362], [-1.508, 0.291, -1.621], [-2.875, 0.405, -2.232], [-0.264, -0.215, -2.410], [-0.549, -0.763, -3.814], [0.862, 0.076, -1.910], [2.021, -0.072, -2.787], [2.352, 0.994, -3.649], [1.747, 2.393, -3.468], [3.347, 0.754, -4.621], [4.060, -0.479, -4.733], [3.657, -1.531, -3.915], [2.592, -1.329, -2.948], [1.952, -2.578, -2.282], [-2.005, 4.163, 0.418], [-1.922, 3.038, -1.001], [-0.688, 3.015, 0.313], [-3.838, 3.494, 1.714], [-5.226, 1.597, 2.868], [-4.691, -0.708, 2.427], [-3.233, -1.919, -0.242], [-3.301, -2.451, 1.442], [-1.818, -2.007, 0.706], [-3.620, 0.917, -1.651], [-3.214, -0.608, -2.266], [-2.899, 0.822, -3.225], [-1.257, -1.568, -3.795], [0.358, -1.182, -4.180], [-0.924, 0.062, -4.439], [2.296, 3.069, -2.755], [0.770, 2.268, -3.024], [1.603, 2.828, -4.427], [3.560, 1.681, -5.218], [4.885, -0.660, -5.514], [4.000, -2.531, -4.057], [2.742, -3.281, -1.886], [1.358, -3.148, -3.010], [1.458, -2.278, -1.337]],
  "total_charge": 2,
  "spin_multiplicity": 4,
  "total_energy_ev": -71931.6081,
  "molar_mass_g_mol": 592.6
}

---

Record 2
{
  "formula": "C34H36BClO4S",
  "method": "wB97M-V/def2-TZVPD",
  "elements": ["C", "C", "C", "C", "C", "C", "C", "C", "C", "C", "C", "C", "C", "C", "O", "C", "C", "C", "C", "C", "C", "C", "C", "O", "S", "H", "H", "H", "H", "H", "H", "H", "H", "H", "H", "H", "H", "H", "H", "H", "H", "H", "H", "H", "H", "C", "C", "C", "O", "B", "C", "C", "C", "C", "Cl", "C", "C", "O", "C", "C", "C", "H", "H", "H", "H", "H", "H", "H", "H", "H", "H", "H", "H", "H", "H", "H", "H"],
  "xyz": [[-2.276, 4.830, -0.304], [-1.441, 3.618, -0.415], [-0.393, 3.426, -1.349], [0.169, 2.121, -1.252], [-0.576, 1.176, -0.457], [-1.210, 0.109, -1.182], [-0.218, -0.599, -2.065], [0.351, -1.830, -1.772], [1.156, -2.485, -2.666], [1.545, -1.812, -3.827], [0.964, -0.571, -4.166], [0.082, 0.059, -3.274], [1.338, -0.216, -5.557], [2.090, -1.467, -6.030], [2.271, -2.355, -4.840], [-2.317, -0.937, -0.630], [-2.507, -2.217, -1.212], [-3.432, -3.123, -0.710], [-4.143, -2.829, 0.443], [-4.046, -1.522, 0.987], [-3.188, -0.573, 0.396], [-4.903, -1.498, 2.200], [-5.380, -2.951, 2.363], [-4.955, -3.672, 1.141], [-1.488, 2.296, 0.715], [-2.520, 5.174, -1.337], [-3.216, 4.642, 0.246], [-1.700, 5.603, 0.236], [-0.211, 4.225, -2.086], [1.018, 1.881, -1.847], [-1.834, 0.835, -1.918], [0.119, -2.338, -0.829], [1.551, -3.486, -2.469], [-0.324, 1.036, -3.513], [1.979, 0.682, -5.562], [0.470, 0.014, -6.182], [1.443, -2.032, -6.764], [3.100, -1.261, -6.419], [-1.937, -2.568, -2.084], [-3.617, -4.096, -1.173], [-3.122, 0.442, 0.822], [-4.415, -1.111, 3.093], [-5.786, -0.866, 2.047], [-6.464, -3.071, 2.445], [-4.892, -3.418, 3.238], [0.669, -0.354, 4.222], [0.425, -0.276, 2.733], [-1.021, -0.605, 2.475], [0.655, 1.090, 2.296], [1.269, 0.950, 1.045], [2.571, 1.914, 0.943], [3.417, 2.025, -0.160], [4.549, 2.852, -0.116], [4.850, 3.604, 1.041], [6.108, 4.787, 1.059], [4.109, 3.364, 2.201], [2.971, 2.560, 2.137], [1.465, -0.391, 0.613], [1.432, -1.109, 1.830], [2.823, -1.035, 2.482], [1.036, -2.529, 1.520], [0.485, -1.403, 4.517], [1.692, -0.026, 4.456], [-0.034, 0.323, 4.723], [-1.311, -1.613, 2.803], [-1.698, 0.104, 2.968], [-1.179, -0.523, 1.397], [3.211, 1.479, -1.091], [5.218, 2.946, -0.992], [4.418, 3.836, 3.146], [2.373, 2.466, 3.035], [2.823, -1.580, 3.449], [3.562, -1.473, 1.802], [3.137, 0.027, 2.660], [0.970, -3.107, 2.450], [0.082, -2.571, 0.991], [1.786, -2.999, 0.883]],
  "de_lowest_kcal_mol": 40.0,
  "smiles": "Cc1ccc(C(c2ccc3c(c2)CCO3)c2ccc3c(c2)CCO3)s1.CC1(C)OB(c2ccc(Cl)cc2)OC1(C)C",
  "molar_mass_g_mol": 587.0
}